(1)
The following is a DFT calculation (wB97M-V/def2-TZVPD) of a molecular structure, CH7N3O in a non-equilibrium geometry.

Geometry as XYZ:
```
12
Properties=species:S:1:pos:R:3:forces:R:3
C 0.468 -0.290 0.034 -0.930 0.229 -2.169
N -0.777 -0.446 0.650 -0.161 -0.692 1.136
N -1.879 -0.098 -0.105 1.351 0.511 -2.381
N 1.059 1.002 0.018 0.406 0.174 -0.082
O 1.359 -1.262 0.422 -0.322 0.278 -0.094
H 2.240 -0.965 0.159 -0.094 0.049 0.045
H -0.885 -1.378 1.028 -0.002 -0.101 -0.227
H -1.251 -0.163 -1.271 -1.978 -0.010 2.266
H -1.932 0.922 -0.078 -0.180 -0.081 0.086
H -0.146 -0.346 -1.327 1.992 -0.169 1.499
H 1.236 1.343 0.960 -0.103 -0.085 -0.073
H 0.508 1.680 -0.491 0.022 -0.103 -0.007
```
Forces are in eV/Å.

Its HOMO energy is -9.352 eV. The gap between HOMO and LUMO is 10.246 eV. Its energy above the lowest of the compared OMol25 structures with the same formula, charge and spin is 425.9 kJ/mol. As for the multiplicity: 1. The calculation puts the lowest unoccupied orbital energy at 0.89 eV. The total energy comes out at -281.68761 a.u.

***

(2)
The following is a DFT calculation (wB97M-V/def2-TZVPD) of 6 unconnected molecules or ions with the total composition C40H41F5O7 in a non-equilibrium geometry.

Geometry as XYZ:
```
93
Properties=species:S:1:pos:R:3:forces:R:3
C 0.223 2.524 -3.368 -0.476 0.136 0.237
O -0.600 1.456 -2.938 0.071 -0.076 -0.005
C -0.045 0.775 -1.825 -0.155 0.380 -0.355
C -1.007 -0.328 -1.434 0.201 -0.204 0.339
C -0.531 -1.237 -0.268 0.108 -0.051 -0.485
C 0.907 -1.079 0.157 0.080 -0.305 0.515
O 1.809 -1.590 -0.866 0.075 0.580 0.855
C 3.050 -1.103 -0.765 0.352 -0.552 -1.754
O 3.733 -0.990 -1.749 -0.026 0.183 0.670
O 3.487 -0.813 0.489 -0.671 0.295 0.340
C 3.947 0.527 0.638 0.564 -0.074 -0.175
C 3.173 1.318 1.669 -0.159 0.727 0.086
O 2.836 2.454 1.461 -0.120 -0.452 0.012
O 2.938 0.692 2.861 0.076 -0.598 -0.608
C 1.623 0.790 3.357 -0.582 0.067 0.220
C 1.248 2.059 4.046 0.297 0.164 0.381
O 0.896 -0.147 3.246 0.348 0.086 -0.064
H 0.324 3.263 -2.562 0.224 -0.067 0.010
H 1.203 2.169 -3.698 0.050 0.036 0.037
H -0.290 3.009 -4.194 0.096 -0.067 -0.019
H 0.939 0.386 -2.112 0.028 -0.085 0.111
H 0.089 1.506 -1.013 0.073 -0.115 0.100
H -1.948 0.140 -1.143 -0.064 -0.050 -0.191
H -1.193 -0.945 -2.313 -0.057 0.093 -0.047
H -1.144 -1.066 0.617 0.058 0.010 0.054
H -0.666 -2.283 -0.552 -0.099 0.007 0.108
H 1.112 -1.624 1.077 -0.131 -0.048 0.018
H 1.155 -0.034 0.355 -0.083 0.054 -0.110
H 3.859 1.073 -0.300 0.013 -0.036 0.021
H 5.006 0.525 0.909 -0.033 -0.063 0.119
H 0.915 1.787 5.048 -0.130 0.035 -0.043
H 2.068 2.765 4.143 -0.006 -0.036 -0.187
H 0.414 2.529 3.527 0.017 -0.039 -0.025
F -1.192 3.393 5.827 0.008 0.009 -0.005
C -2.076 2.518 6.358 -0.078 -0.113 0.025
C -2.168 1.253 5.813 0.088 -0.015 -0.099
C -3.074 0.358 6.364 -0.030 0.045 0.057
C -3.870 0.738 7.436 -0.017 -0.022 0.009
C -3.759 2.018 7.962 0.019 -0.057 -0.048
C -2.852 2.921 7.425 0.006 0.115 0.055
H -1.543 0.977 4.973 -0.004 0.000 0.008
H -3.157 -0.639 5.954 0.005 -0.002 -0.020
H -4.576 0.038 7.860 -0.004 -0.001 0.003
H -4.380 2.318 8.795 0.006 0.010 0.014
H -2.744 3.920 7.822 0.007 0.005 -0.024
F 7.477 5.999 5.112 0.007 0.003 0.009
C 6.616 5.619 4.147 -0.067 -0.026 -0.074
C 5.810 4.521 4.367 -0.013 -0.082 0.099
C 4.923 4.136 3.371 0.058 0.084 -0.045
C 4.857 4.842 2.177 -0.008 0.023 -0.023
C 5.681 5.942 1.982 -0.011 -0.065 0.059
C 6.568 6.341 2.972 0.060 0.090 -0.038
H 5.881 3.982 5.302 0.012 0.022 0.009
H 4.278 3.282 3.531 0.011 -0.015 -0.004
H 4.165 4.536 1.406 -0.018 -0.013 0.010
H 5.636 6.494 1.052 -0.002 0.018 -0.001
H 7.214 7.199 2.842 0.015 -0.012 0.018
F -0.040 1.706 -6.107 0.054 0.036 -0.247
C -0.849 0.886 -6.809 -0.084 -0.129 0.038
C -1.361 -0.224 -6.169 0.006 -0.094 0.159
C -2.200 -1.069 -6.878 -0.037 0.013 -0.094
C -2.508 -0.800 -8.205 -0.006 0.003 -0.020
C -1.976 0.323 -8.826 -0.020 -0.058 0.072
C -1.139 1.181 -8.125 0.049 0.104 -0.054
H -1.104 -0.411 -5.135 -0.016 0.060 0.012
H -2.616 -1.940 -6.389 0.009 -0.009 0.016
H -3.163 -1.463 -8.754 0.000 -0.001 -0.006
H -2.211 0.533 -9.861 -0.003 0.017 -0.006
H -0.719 2.065 -8.586 0.017 -0.006 0.014
F -3.316 -2.291 -3.703 0.057 0.003 0.010
C -4.577 -2.689 -3.974 -0.153 -0.038 -0.043
C -4.827 -4.033 -4.163 0.112 -0.093 0.009
C -6.125 -4.436 -4.440 -0.033 0.075 -0.005
C -7.144 -3.498 -4.532 -0.024 -0.013 -0.007
C -6.865 -2.151 -4.342 0.018 -0.077 -0.004
C -5.573 -1.737 -4.057 0.032 0.149 0.019
H -4.016 -4.746 -4.093 0.009 0.017 0.017
H -6.340 -5.486 -4.585 0.013 -0.012 -0.007
H -8.154 -3.816 -4.751 -0.004 0.001 -0.001
H -7.657 -1.418 -4.416 -0.001 0.015 0.011
H -5.333 -0.694 -3.901 0.029 -0.007 -0.014
F -1.016 -6.605 1.718 -0.012 -0.005 0.001
C 0.187 -6.010 1.586 0.098 0.054 -0.016
C 0.869 -6.141 0.393 -0.042 -0.048 -0.098
C 2.104 -5.523 0.262 -0.029 0.023 0.082
C 2.637 -4.797 1.318 0.084 0.079 -0.027
C 1.933 -4.681 2.508 -0.016 -0.021 -0.079
C 0.694 -5.289 2.648 -0.056 0.028 0.102
H 0.435 -6.717 -0.413 -0.021 0.004 0.012
H 2.650 -5.608 -0.669 -0.001 -0.008 -0.012
H 3.602 -4.319 1.211 0.000 0.007 0.002
H 2.348 -4.114 3.331 -0.009 0.015 0.008
H 0.123 -5.207 3.564 -0.011 -0.022 -0.008
```
Forces are in eV/Å.

Its HOMO energy is -9.099 eV. The gap between HOMO and LUMO is 9.558 eV. As for the multiplicity: 1. The calculation puts the lowest unoccupied orbital energy at 0.46 eV. The total energy comes out at -2574.80158 a.u. The SMILES is COCCCCOC(=O)OCC(=O)OC(C)=O.Fc1ccccc1.Fc1ccccc1.Fc1ccccc1.Fc1ccccc1.Fc1ccccc1.

***

(3)
The following is a DFT calculation (wB97M-V/def2-TZVPD) of 3 unconnected molecules or ions with the total composition C2H6IN2O2 in a non-equilibrium geometry.

Geometry as XYZ:
```
13
Properties=species:S:1:pos:R:3:forces:R:3
C 1.820 -2.501 0.301 0.838 -2.383 2.880
C 0.343 0.752 0.711 1.043 2.494 0.172
N 1.988 -3.402 1.070 -1.014 0.870 -1.695
N 0.055 1.665 1.667 1.265 -0.685 -3.707
O 1.514 -1.619 -0.373 -0.564 1.732 -1.840
O 0.852 1.131 -0.427 -0.351 0.239 0.449
I -2.417 -0.397 -0.106 0.442 1.617 0.180
H 0.210 -0.275 0.990 0.025 -0.336 -0.220
H 1.129 0.525 -1.180 -0.707 -0.022 1.806
H 2.584 -3.723 1.779 0.809 -0.306 0.614
H -0.324 1.233 2.453 -0.786 -0.248 1.849
H 0.157 2.699 1.603 -0.089 -1.271 -0.158
H -3.176 -1.693 -0.373 -0.910 -1.702 -0.330
```
Forces are in eV/Å.

Its HOMO energy is -13.789 eV. The gap between HOMO and LUMO is 9.393 eV. Its energy above the lowest of the compared OMol25 structures with the same formula, charge and spin is 54.0 kJ/mol. Its charge is +1. As for the multiplicity: 1. The calculation puts the lowest unoccupied orbital energy at -4.40 eV. The total energy comes out at -637.22296 a.u.

***

(4)
The following is a DFT calculation (wB97M-V/def2-TZVPD) of C16H18N4O2 in the gas phase.

Geometry as XYZ:
```
40
Properties=species:S:1:pos:R:3:forces:R:3
O -0.816 0.226 1.308 0.024 -0.390 -0.003
C -0.752 1.312 0.773 0.038 0.508 0.048
N -1.822 2.176 0.717 -0.239 0.240 0.037
C -3.138 1.606 0.947 0.055 -0.137 -0.181
C -3.571 0.874 -0.331 0.044 0.103 0.381
O -3.621 1.481 -1.390 0.048 0.277 -0.168
N -3.842 -0.431 -0.239 -0.122 -0.229 -0.181
C -3.748 -1.277 0.940 0.107 -0.116 0.616
C -4.000 -2.691 0.411 -0.106 0.103 0.007
C -4.858 -2.453 -0.831 0.159 0.053 0.023
C -4.238 -1.190 -1.415 -0.201 0.032 -0.452
N 0.389 1.854 0.226 -0.024 0.434 -0.203
C 1.634 1.257 0.048 0.132 -0.557 0.118
C 2.639 2.052 -0.553 0.203 0.053 -0.041
C 3.886 1.552 -0.781 -0.189 0.081 0.034
C 4.198 0.227 -0.417 -0.215 -0.393 0.211
C 5.468 -0.356 -0.617 -0.025 0.031 -0.033
N 5.770 -1.580 -0.288 0.550 0.139 -0.226
C 4.820 -2.336 0.285 -0.549 -0.174 0.261
C 3.550 -1.895 0.545 0.178 -0.014 -0.075
C 3.194 -0.576 0.186 0.393 0.299 -0.215
C 1.911 -0.041 0.405 -0.219 0.040 0.098
H -1.817 2.877 -0.011 0.051 -0.131 -0.004
H -3.845 2.416 1.144 0.076 -0.129 -0.026
H -3.071 0.950 1.813 -0.093 0.120 -0.047
H -4.519 -0.994 1.666 0.086 -0.068 0.001
H -2.764 -1.182 1.405 -0.130 -0.002 0.017
H -3.058 -3.161 0.126 0.020 -0.005 0.033
H -4.492 -3.314 1.155 0.071 -0.053 0.005
H -5.894 -2.264 -0.545 -0.037 -0.016 -0.025
H -4.829 -3.289 -1.526 -0.077 -0.018 -0.049
H -3.355 -1.425 -2.023 -0.104 0.045 -0.001
H -4.923 -0.595 -2.024 0.135 -0.111 0.037
H 0.322 2.805 -0.109 -0.026 -0.214 0.081
H 2.402 3.071 -0.823 0.008 0.122 -0.066
H 4.648 2.164 -1.241 0.065 0.100 -0.051
H 6.262 0.223 -1.073 0.040 0.174 -0.071
H 5.131 -3.341 0.537 -0.094 -0.099 0.073
H 2.817 -2.530 1.020 -0.016 -0.120 0.021
H 1.150 -0.654 0.861 -0.016 0.023 0.014
```
Forces are in eV/Å.

Its HOMO energy is -8.345 eV. The gap between HOMO and LUMO is 8.829 eV. Its energy above the lowest of the compared OMol25 structures with the same formula, charge and spin is 6.4 kJ/mol. As for the multiplicity: 1. The calculation puts the lowest unoccupied orbital energy at 0.48 eV. The total energy comes out at -990.07195 a.u. The SMILES is O=C(NCC(=O)N1CCCC1)Nc1ccc2cnccc2c1.